(1)
{"formula": "C86H153N11O27", "method": "ωB97M-V with the def2-TZVPD basis set", "elements": ["C", "N", "C", "C", "C", "C", "C", "C", "C", "C", "N", "C", "C", "C", "H", "H", "H", "H", "H", "H", "H", "H", "H", "H", "H", "H", "H", "H", "C", "N", "C", "C", "C", "C", "C", "C", "C", "C", "N", "C", "C", "C", "H", "H", "H", "H", "H", "H", "H", "H", "H", "H", "H", "H", "H", "H", "C", "N", "C", "C", "C", "C", "C", "C", "C", "C", "N", "C", "C", "C", "H", "H", "H", "H", "H", "H", "H", "H", "H", "H", "H", "H", "H", "H", "C", "C", "N", "C", "C", "C", "C", "C", "O", "C", "H", "H", "H", "H", "H", "H", "H", "H", "H", "H", "H", "H", "H", "H", "H", "H", "H", "H", "H", "H", "C", "O", "C", "C", "N", "H", "H", "C", "C", "O", "C", "H", "H", "H", "H", "H", "H", "H", "H", "H", "H", "H", "H", "H", "H", "C", "O", "C", "C", "N", "H", "H", "C", "C", "O", "C", "H", "H", "H", "H", "H", "H", "H", "H", "H", "H", "H", "H", "H", "H", "C", "O", "C", "C", "N", "H", "H", "C", "C", "O", "C", "H", "H", "H", "H", "H", "H", "H", "H", "H", "H", "H", "H", "H", "H", "C", "O", "C", "C", "N", "H", "H", "C", "C", "O", "C", "H", "H", "H", "H", "H", "H", "H", "H", "H", "H", "H", "H", "H", "H", "C", "C", "O", "O", "H", "H", "H", "C", "C", "O", "O", "H", "H", "H", "C", "C", "O", "O", "H", "H", "H", "C", "C", "O", "O", "H", "H", "H", "C", "C", "O", "O", "H", "H", "H", "C", "C", "O", "O", "H", "H", "H", "C", "C", "O", "O", "H", "H", "H", "C", "C", "O", "O", "H", "H", "H", "C", "C", "O", "O", "H", "H", "H"], "xyz": [[27.053, 15.634, 24.136], [26.608, 14.415, 23.369], [25.367, 14.132, 23.087], [24.980, 13.008, 22.447], [25.953, 12.112, 22.043], [27.252, 12.340, 22.488], [27.607, 13.482, 23.161], [25.634, 11.032, 21.126], [26.207, 11.093, 19.898], [25.669, 10.252, 18.922], [24.725, 9.365, 19.198], [24.237, 9.245, 20.427], [24.628, 10.104, 21.419], [24.205, 8.422, 18.148], [26.875, 15.323, 25.204], [26.445, 16.511, 23.885], [28.131, 15.858, 23.926], [24.594, 14.827, 23.392], [23.935, 12.860, 22.188], [28.131, 11.688, 22.253], [28.552, 13.766, 23.504], [27.030, 11.769, 19.691], [25.934, 10.282, 17.830], [23.565, 8.406, 20.632], [24.084, 10.001, 22.402], [25.012, 8.236, 17.468], [23.303, 8.836, 17.683], [24.016, 7.493, 18.705], [17.487, 19.095, 21.492], [18.466, 18.029, 21.056], [19.686, 18.133, 21.631], [20.654, 17.243, 21.217], [20.472, 16.485, 20.099], [19.261, 16.613, 19.404], [18.255, 17.398, 19.913], [21.647, 15.774, 19.476], [21.977, 14.476, 19.889], [22.819, 13.797, 19.026], [23.340, 14.342, 17.974], [23.047, 15.649, 17.642], [22.213, 16.398, 18.405], [24.023, 13.448, 17.062], [17.103, 18.927, 22.459], [16.700, 19.112, 20.667], [18.041, 20.008, 21.401], [19.812, 18.889, 22.345], [21.526, 17.295, 21.816], [19.144, 16.175, 18.415], [17.246, 17.469, 19.516], [21.595, 13.876, 20.686], [23.103, 12.719, 19.222], [23.603, 16.028, 16.753], [21.947, 17.404, 18.081], [23.496, 12.569, 16.844], [25.007, 13.206, 17.408], [24.069, 13.906, 16.146], [25.967, 13.577, 14.059], [27.015, 13.153, 15.074], [27.854, 12.113, 14.839], [28.870, 11.792, 15.686], [29.075, 12.608, 16.801], [28.187, 13.741, 17.046], [27.222, 13.984, 16.116], [30.298, 12.556, 17.626], [30.293, 11.807, 18.762], [31.307, 11.902, 19.651], [32.352, 12.648, 19.380], [32.376, 13.332, 18.251], [31.395, 13.285, 17.262], [33.314, 12.903, 20.414], [24.939, 13.231, 14.328], [26.280, 13.061, 13.123], [26.074, 14.612, 13.961], [27.588, 11.573, 13.912], [29.576, 11.022, 15.560], [28.229, 14.397, 17.854], [26.594, 14.851, 16.237], [29.453, 11.145, 18.955], [31.151, 11.476, 20.665], [33.265, 13.882, 17.955], [31.410, 13.907, 16.399], [32.838, 12.541, 21.302], [33.374, 13.946, 20.598], [34.300, 12.433, 20.168], [19.783, 9.567, 16.696], [19.048, 10.806, 16.019], [19.832, 12.086, 16.100], [19.129, 13.089, 15.250], [19.872, 12.731, 17.501], [18.527, 13.026, 18.212], [21.312, 11.858, 15.648], [21.484, 11.100, 14.293], [20.803, 11.662, 13.195], [21.054, 11.091, 11.929], [20.548, 9.236, 16.019], [19.114, 8.728, 16.821], [20.249, 9.843, 17.623], [18.073, 11.002, 16.401], [19.016, 10.708, 14.895], [19.733, 13.996, 15.182], [18.201, 13.277, 15.771], [18.979, 12.679, 14.232], [20.283, 13.713, 17.385], [20.628, 12.131, 17.955], [18.626, 13.563, 19.117], [18.004, 12.049, 18.419], [17.875, 13.679, 17.648], [21.833, 11.282, 16.395], [21.650, 12.848, 15.488], [21.258, 10.029, 14.385], [22.544, 11.174, 14.084], [22.137, 10.980, 11.800], [20.685, 11.813, 11.201], [20.533, 10.153, 11.805], [22.877, 22.075, 8.353], [23.040, 21.882, 9.725], [24.387, 22.157, 10.124], [24.322, 22.462, 11.668], [23.999, 21.360, 12.568], [23.042, 21.110, 12.376], [25.643, 16.132, 19.304], [23.976, 21.863, 13.928], [23.259, 21.116, 15.004], [23.635, 19.726, 15.140], [23.143, 19.230, 16.354], [22.925, 23.103, 8.025], [21.836, 21.761, 8.233], [23.466, 21.393, 7.720], [24.753, 23.090, 9.691], [25.145, 21.344, 9.999], [23.640, 23.326, 11.782], [25.294, 22.685, 12.092], [23.597, 22.931, 13.954], [24.949, 21.912, 14.373], [22.229, 21.175, 14.806], [23.452, 21.610, 15.957], [23.630, 19.688, 17.182], [23.382, 18.174, 16.377], [22.104, 19.480, 16.514], [20.802, 23.281, 22.327], [19.796, 23.000, 23.271], [18.809, 22.133, 22.842], [17.825, 21.987, 23.953], [18.369, 21.293, 25.131], [18.145, 19.790, 24.687], [19.393, 21.524, 25.186], [17.770, 21.708, 26.420], [16.285, 21.492, 26.520], [16.085, 20.076, 26.476], [14.890, 19.761, 27.153], [20.457, 24.006, 21.548], [21.101, 22.374, 21.750], [21.688, 23.660, 22.864], [19.237, 21.219, 22.454], [18.260, 22.584, 22.001], [16.876, 21.447, 23.487], [17.427, 23.057, 24.123], [17.918, 22.784, 26.624], [18.227, 21.119, 27.152], [15.735, 21.843, 25.658], [15.964, 21.950, 27.469], [14.639, 18.734, 26.837], [14.128, 20.485, 26.803], [15.046, 19.924, 28.268], [23.742, 18.416, 9.208], [24.552, 18.107, 10.272], [23.945, 17.326, 11.287], [24.811, 17.270, 12.530], [25.071, 18.630, 13.069], [24.942, 19.382, 12.343], [24.362, 18.903, 13.833], [26.417, 18.892, 13.716], [27.537, 19.105, 12.687], [27.776, 20.490, 12.467], [29.137, 20.621, 12.036], [23.552, 17.512, 8.569], [24.294, 19.156, 8.538], [22.802, 18.785, 9.570], [23.746, 16.334, 10.793], [22.966, 17.759, 11.537], [25.787, 16.851, 12.305], [24.249, 16.672, 13.221], [26.489, 17.938, 14.286], [26.235, 19.736, 14.377], [27.190, 18.504, 11.753], [28.514, 18.635, 12.906], [29.279, 21.694, 12.010], [29.194, 20.163, 11.018], [29.770, 20.140, 12.792], [15.997, 21.602, 18.559], [16.190, 20.642, 17.538], [17.597, 20.466, 17.374], [17.797, 19.992, 15.991], [16.934, 18.792, 15.748], [16.114, 17.870, 17.033], [16.133, 19.074, 15.278], [17.552, 17.843, 14.853], [17.705, 18.319, 13.398], [16.387, 18.668, 13.043], [16.401, 19.134, 11.679], [14.930, 21.761, 18.838], [16.345, 22.540, 18.097], [16.552, 21.315, 19.358], [18.069, 19.835, 18.133], [18.109, 21.418, 17.520], [18.845, 19.657, 15.846], [17.624, 20.750, 15.230], [16.917, 16.917, 14.771], [18.527, 17.521, 15.249], [18.007, 17.428, 12.685], [18.349, 19.185, 13.239], [16.955, 20.050, 11.664], [15.360, 19.240, 11.354], [16.944, 18.354, 11.094], [21.087, 16.500, 13.651], [22.007, 15.502, 14.388], [21.474, 14.804, 15.253], [23.231, 15.509, 14.179], [20.507, 16.165, 12.725], [21.623, 17.448, 13.319], [20.364, 16.781, 14.415], [26.339, 9.373, 13.755], [25.803, 9.994, 15.144], [24.862, 10.820, 15.174], [26.609, 9.791, 16.128], [27.370, 9.031, 13.899], [26.178, 10.127, 12.986], [25.696, 8.481, 13.590], [22.242, 21.066, 19.094], [21.091, 20.125, 19.602], [20.645, 19.364, 18.702], [20.620, 20.215, 20.731], [22.698, 21.682, 19.853], [21.871, 21.764, 18.322], [23.044, 20.480, 18.738], [18.276, 16.627, 25.387], [18.752, 17.987, 25.125], [17.811, 18.811, 24.421], [19.809, 18.536, 25.359], [19.066, 16.097, 25.855], [18.067, 16.070, 24.475], [17.462, 16.577, 26.077], [14.564, 15.118, 17.403], [15.724, 16.096, 17.546], [15.308, 17.370, 17.450], [16.871, 15.804, 17.566], [15.005, 14.144, 17.133], [13.805, 15.365, 16.702], [14.008, 14.934, 18.320], [29.890, 15.492, 21.296], [29.735, 13.911, 21.176], [28.734, 13.507, 20.562], [30.581, 13.171, 21.744], [30.952, 15.732, 21.499], [29.243, 15.921, 22.016], [29.664, 15.968, 20.304], [24.326, 17.802, 21.952], [24.784, 17.388, 20.541], [24.691, 18.179, 19.619], [25.178, 16.170, 20.360], [24.082, 16.963, 22.627], [23.450, 18.493, 21.895], [25.090, 18.446, 22.378], [20.729, 9.805, 20.063], [21.878, 10.812, 19.883], [22.246, 11.515, 20.816], [22.344, 10.935, 18.691], [20.795, 8.915, 19.422], [19.814, 10.264, 19.674], [20.568, 9.493, 21.092], [26.451, 18.263, 17.426], [26.052, 16.847, 17.148], [26.184, 15.925, 18.078], [25.737, 16.505, 16.003], [26.881, 18.452, 18.426], [25.502, 18.913, 17.255], [27.172, 18.518, 16.620]], "orbital_gap_ev": 6.58, "homo_energy_ev": -11.037, "charge": 2}


(2)
{"formula": "C20H60O10", "method": "ωB97M-V with the def2-TZVPD basis set", "elements": ["C", "C", "C", "O", "H", "H", "H", "H", "H", "H", "H", "H", "C", "C", "C", "O", "H", "H", "H", "H", "H", "H", "H", "H", "C", "C", "C", "O", "H", "H", "H", "H", "H", "H", "H", "H", "C", "C", "C", "O", "H", "H", "H", "H", "H", "H", "H", "H", "C", "C", "C", "O", "H", "H", "H", "H", "H", "H", "H", "H", "C", "O", "H", "H", "H", "H", "C", "O", "H", "H", "H", "H", "C", "O", "H", "H", "H", "H", "C", "O", "H", "H", "H", "H", "C", "O", "H", "H", "H", "H"], "xyz": [[3.118, -1.280, 1.578], [3.205, -1.869, 2.986], [2.279, -1.014, 3.869], [2.707, -3.011, 2.998], [3.759, -0.403, 1.589], [2.189, -0.908, 1.157], [3.504, -2.046, 0.845], [4.252, -1.810, 3.334], [1.219, -1.270, 3.604], [2.493, 0.020, 3.734], [2.492, -1.320, 4.893], [3.101, -3.442, 2.268], [-0.841, -0.581, 0.955], [-1.296, -0.141, -0.432], [-2.735, 0.276, -0.364], [-0.708, 0.831, -0.934], [-0.716, 0.283, 1.600], [0.176, -0.854, 0.783], [-1.450, -1.345, 1.393], [-1.276, -0.970, -1.163], [-2.859, 1.162, 0.242], [-3.406, -0.446, 0.086], [-3.034, 0.463, -1.395], [-0.420, 0.575, -1.807], [1.437, -3.154, -1.003], [0.864, -3.983, 0.131], [-0.561, -4.283, -0.091], [1.444, -5.084, 0.331], [2.488, -3.129, -0.864], [1.004, -2.154, -0.984], [1.445, -3.671, -1.916], [1.059, -3.423, 1.056], [-0.674, -4.937, -0.979], [-1.190, -3.362, -0.167], [-0.984, -4.727, 0.810], [0.854, -5.666, 0.796], [-0.287, 0.893, -5.909], [-0.462, 1.262, -4.431], [-1.925, 1.479, -4.026], [0.134, 0.580, -3.602], [-0.735, 1.611, -6.634], [-0.711, -0.071, -6.151], [0.753, 0.863, -6.197], [0.013, 2.244, -4.317], [-2.016, 2.084, -3.186], [-2.430, 0.494, -3.847], [-2.433, 2.035, -4.806], [1.001, 0.270, -3.961], [-2.951, 4.108, 0.208], [-1.487, 3.907, 0.079], [-0.744, 5.063, 0.772], [-1.012, 2.876, 0.635], [-3.290, 5.049, -0.258], [-3.174, 4.175, 1.295], [-3.360, 3.171, -0.233], [-1.291, 3.879, -1.022], [-1.032, 6.043, 0.405], [0.353, 4.936, 0.747], [-0.857, 5.110, 1.836], [-1.019, 2.164, -0.052], [2.719, 0.415, -1.409], [3.244, -0.718, -2.092], [3.441, 0.788, -0.691], [1.811, 0.199, -0.863], [2.286, 1.169, -2.056], [4.219, -0.618, -2.236], [1.954, 2.158, 1.490], [3.340, 2.472, 1.502], [1.765, 1.398, 0.757], [1.447, 3.056, 1.242], [1.558, 1.785, 2.459], [3.592, 2.889, 0.673], [-2.698, 1.547, 3.050], [-1.357, 1.941, 3.280], [-3.338, 1.704, 3.905], [-2.707, 0.463, 2.778], [-3.194, 2.118, 2.208], [-0.945, 2.258, 2.446], [-1.195, -1.154, 4.910], [-0.326, -1.655, 5.830], [-1.441, -1.968, 4.260], [-0.739, -0.410, 4.279], [-2.095, -0.788, 5.358], [0.140, -2.337, 5.329], [-1.120, -2.447, -3.492], [-0.666, -2.767, -4.800], [-1.627, -1.466, -3.348], [-0.256, -2.253, -2.831], [-1.731, -3.253, -3.105], [-0.056, -2.083, -5.121]], "de_lowest_kcal_mol": 159.4, "orbital_gap_ev": 9.79, "homo_energy_ev": -9.673, "smiles": "CC(C)O.CC(C)O.CC(C)O.CC(C)O.CC(C)O.CO.CO.CO.CO.CO"}


(3)
{"formula": "C15H55N9O11", "method": "ωB97M-V with the def2-TZVPD basis set", "elements": ["C", "C", "C", "O", "C", "N", "H", "H", "H", "H", "H", "H", "H", "H", "H", "H", "H", "C", "C", "C", "O", "C", "N", "H", "H", "H", "H", "H", "H", "H", "H", "H", "H", "H", "C", "C", "C", "O", "C", "N", "H", "H", "H", "H", "H", "H", "H", "H", "H", "H", "H", "O", "H", "H", "O", "H", "H", "O", "H", "H", "O", "H", "H", "O", "H", "H", "C", "O", "N", "N", "H", "H", "H", "H", "C", "O", "N", "N", "H", "H", "H", "H", "C", "O", "N", "N", "H", "H", "H", "H"], "xyz": [[-4.460, -1.760, 2.648], [-3.606, -0.424, 2.553], [-2.492, -0.540, 1.473], [-1.473, 0.382, 1.746], [-0.336, 0.481, 0.956], [-4.588, 0.580, 2.320], [-4.764, -2.086, 1.653], [-5.368, -1.623, 3.236], [-3.863, -2.583, 3.040], [-3.246, -0.215, 3.561], [-2.862, -0.154, 0.524], [-2.119, -1.542, 1.262], [0.566, 0.155, 1.474], [-0.116, 1.527, 0.742], [-0.474, -0.118, 0.055], [-4.022, 1.313, 1.915], [-5.251, 0.302, 1.611], [0.573, 3.025, -1.390], [-0.334, 3.707, -0.420], [-0.051, 3.335, 1.063], [-1.205, 3.568, 1.933], [-1.222, 2.705, 3.102], [-0.067, 5.101, -0.622], [0.429, 1.949, -1.490], [1.614, 3.269, -1.176], [0.396, 3.349, -2.415], [-1.368, 3.539, -0.722], [0.860, 3.826, 1.404], [0.400, 2.343, 1.095], [-2.245, 2.438, 3.367], [-0.823, 3.222, 3.975], [-0.809, 1.698, 3.046], [-0.425, 5.397, 0.276], [0.933, 5.222, -0.549], [0.215, -0.822, 4.262], [1.707, -0.964, 4.612], [2.567, -0.954, 3.352], [2.389, -2.092, 2.455], [2.848, -1.996, 1.165], [2.108, 0.024, 5.623], [0.085, 0.136, 3.759], [-0.504, -1.013, 5.058], [-0.005, -1.542, 3.474], [1.858, -1.924, 5.106], [3.619, -0.852, 3.622], [2.278, -0.090, 2.753], [2.569, -2.824, 0.513], [3.910, -1.785, 1.040], [2.225, -1.204, 0.747], [1.467, -0.023, 6.402], [2.936, -0.347, 6.066], [-1.087, -0.869, -4.347], [-0.708, -1.218, -3.540], [-0.348, -0.474, -4.808], [1.476, 1.180, -0.025], [1.885, 1.559, 0.753], [2.210, 0.953, -0.596], [0.656, -3.084, -0.574], [1.212, -3.212, -1.343], [0.572, -3.957, -0.192], [2.128, -1.945, -3.836], [2.272, -1.011, -3.684], [1.349, -2.155, -3.321], [-1.358, 1.174, -3.558], [-0.735, 1.704, -4.055], [-1.314, 0.309, -3.963], [0.408, -0.769, -1.816], [0.149, -1.645, -2.678], [0.811, -0.995, -0.616], [0.162, 0.501, -2.002], [0.985, -0.219, 0.007], [0.939, -1.987, -0.473], [-0.122, 0.769, -2.933], [0.595, 1.160, -1.371], [2.597, 1.027, -2.656], [2.135, 0.023, -3.172], [2.051, 2.201, -2.936], [3.530, 1.070, -1.828], [2.547, 3.077, -2.857], [1.165, 2.213, -3.422], [4.030, 0.252, -1.510], [3.726, 1.970, -1.412], [-1.510, -4.319, -4.118], [-0.993, -5.427, -4.306], [-2.700, -4.025, -4.566], [-1.061, -3.349, -3.463], [-3.319, -4.643, -5.071], [-3.020, -3.082, -4.397], [-1.664, -2.539, -3.437], [-0.105, -3.334, -3.140]], "orbital_gap_ev": 7.93, "homo_energy_ev": -8.653}


(4)
{"formula": "C4H4O", "method": "ωB97M-V with the def2-TZVPD basis set", "elements": ["C", "C", "C", "H", "H", "C", "O", "H", "H"], "xyz": [[0.981, 0.023, 1.380], [0.345, -0.991, 0.579], [0.970, -1.405, 1.645], [-0.112, -1.072, -0.299], [1.141, -2.166, 2.291], [-0.790, 1.440, -1.409], [-1.831, 0.904, -1.554], [-0.787, 2.496, -1.342], [0.082, 0.771, -1.290]], "de_lowest_kcal_mol": 112.1, "orbital_gap_ev": 10.51, "homo_energy_ev": -9.602, "smiles": "C1=CC=1.C=O"}


- Which formula does entry 1 have?
  C86H153N11O27


- Which formula does entry 3 have?
  C15H55N9O11